Record 1
C26H18AuBrN4Se as an isolated structure. Source: the Open Molecules 2025 dataset; level of theory: wB97M-V/def2-TZVPD.

For the HOMO energy, the calculation gives -14.801 eV. Its spin multiplicity is 1. As for the net charge: +2. For the LUMO energy, the calculation gives -8.420 eV. The value obtained for the molecular weight is 742.3 g mol⁻¹.

The geometry in XYZ format:
```
51
Properties=species:S:1:pos:R:3:forces:R:3:mulliken_charge:R:1
Au 0.849497 0.112144 -0.418767 -0.74 0.14 -0.07 0.854
C 4.244107 -2.116989 -1.362171 0.04 0.12 -0.02 -0.461
C 3.809377 -3.426237 -1.220809 0.02 -0.04 0.00 -0.963
C 2.483924 -3.720082 -0.930623 -0.11 0.05 -0.03 -0.406
C 1.576213 -2.679162 -0.758462 0.04 0.14 0.00 -0.745
C 2.089460 -1.394509 -0.860809 0.29 0.13 -0.14 1.324
C 3.366183 -1.039037 -1.182247 -0.05 -0.33 0.02 -0.657
C 0.137134 -2.721896 -0.558362 0.10 0.07 -0.03 1.181
C -0.660554 -3.868540 -0.531577 -0.05 0.04 0.03 -0.804
C -2.015232 -3.725769 -0.408574 0.10 0.01 0.00 -0.677
C -2.595841 -2.444078 -0.320751 -0.09 0.01 0.01 1.102
C -3.994621 -2.264034 -0.205763 0.00 0.04 0.00 -0.914
C -4.529881 -1.010444 -0.135434 0.02 -0.05 0.00 -0.783
C -3.683963 0.115220 -0.179465 0.03 0.02 0.00 -0.823
C -2.324608 -0.018976 -0.283906 -0.01 -0.03 -0.01 -0.771
C -1.756887 -1.305636 -0.355069 0.05 -0.01 0.05 1.125
N -0.399585 -1.497187 -0.460244 0.03 -0.31 0.02 -0.189
H 5.276135 -1.908558 -1.611123 0.00 -0.01 0.00 0.445
H 4.513574 -4.234895 -1.356978 0.01 0.00 -0.01 0.437
H 2.156144 -4.748883 -0.856756 0.00 0.00 0.00 0.476
H 3.704545 -0.014886 -1.273693 0.00 0.02 0.01 0.446
H -0.197837 -4.840366 -0.617599 0.00 -0.01 0.00 0.429
H -2.657069 -4.597415 -0.387934 -0.01 0.00 0.01 0.498
H -4.626946 -3.141835 -0.177805 -0.01 0.00 0.00 0.452
H -5.598614 -0.875205 -0.049800 0.00 0.00 0.00 0.417
H -4.116750 1.105469 -0.132982 0.00 0.01 0.00 0.478
H -1.701787 0.866451 -0.327011 -0.01 0.01 -0.01 0.164
Br 3.624433 -0.295196 2.235803 0.03 0.01 -0.01 -0.042
C 1.958800 0.058711 3.054909 0.01 0.01 -0.01 0.110
C 1.873114 0.063612 4.438511 0.02 -0.01 -0.03 -0.644
C 0.647324 0.366683 5.004443 -0.01 0.00 -0.04 -0.230
C -0.428967 0.652465 4.173289 0.02 -0.02 0.01 -0.907
C -0.231741 0.614599 2.808858 -0.09 -0.06 -0.01 -0.015
N 0.946444 0.314548 2.240921 -0.01 0.15 0.13 0.082
H 2.741807 -0.155250 5.041425 0.00 0.00 0.00 0.439
H 0.537205 0.384848 6.080137 -0.01 0.00 0.01 0.424
H -1.401093 0.900787 4.573375 0.00 0.00 0.01 0.452
H -1.050826 0.829498 2.130213 0.02 0.00 0.00 0.421
Se 1.564165 3.238832 0.816805 -0.16 0.11 -0.02 0.408
N 0.764250 2.226913 -0.460743 0.43 -0.11 0.24 -0.384
C 0.183273 3.043859 -1.345723 0.08 -0.08 -0.20 1.337
C -0.511049 2.657422 -2.518610 -0.01 0.04 0.00 -0.585
C -1.043725 3.640952 -3.294631 0.01 -0.01 0.01 -0.703
C -0.928867 5.031602 -2.968408 0.03 -0.01 0.04 -0.605
C -0.258073 5.438402 -1.865169 -0.02 -0.04 -0.01 -0.606
C 0.328420 4.441404 -1.022560 -0.06 0.13 -0.02 0.379
N 1.019831 4.721026 0.067210 0.09 -0.14 0.04 -0.668
H -0.588399 1.613840 -2.796249 -0.01 0.00 0.02 0.387
H -1.567347 3.370971 -4.202266 -0.01 -0.01 0.00 0.420
H -1.382852 5.755937 -3.629856 0.01 0.01 0.00 0.420
H -0.142249 6.478855 -1.596983 -0.01 0.01 -0.01 0.476
```
Positions in Å, forces in eV/Å.

---

Record 2
C20H49O14V as an isolated structure. Source: the Open Molecules 2025 dataset; level of theory: wB97M-V/def2-TZVPD.

For the HOMO energy, the calculation gives 1.098 eV. Its spin multiplicity is 1. As for the net charge: -2. For the LUMO energy, the calculation gives 3.926 eV. The value obtained for the molecular weight is 564.5 g mol⁻¹. Its relative energy (zero: lowest compared OMol25 entry of this formula, charge and spin) is 629.3 kJ/mol.

The geometry in XYZ format:
```
84
Properties=species:S:1:pos:R:3:forces:R:3:mulliken_charge:R:1
O -0.111138 0.638779 -1.760845 1.66 -0.92 1.18 -0.200
V 1.177712 0.017909 -0.979905 -1.61 1.42 -1.36 1.459
O 0.485092 -1.082551 0.019575 0.75 0.75 -0.66 -0.216
C 3.454472 2.145479 -2.319685 5.43 -0.10 0.61 0.501
O 2.428422 1.453859 -2.394005 -6.99 -4.13 0.90 -0.811
O 4.037492 2.255569 -1.227515 0.00 1.38 3.16 -0.782
O 4.053232 2.457789 -3.361445 0.27 1.43 -3.12 -0.876
O 3.112362 -1.162701 2.149235 -0.80 -0.84 2.27 -0.304
C 3.774282 -0.708171 1.103195 2.90 3.39 -5.37 0.462
O 4.845452 -0.059641 1.202735 -0.09 -1.14 2.98 -0.747
O 3.312552 -0.833491 -0.040125 -2.94 -1.19 -1.40 -0.754
H 3.810122 -0.914571 2.760105 0.04 -0.02 1.30 0.186
C -0.972968 3.475119 -4.151345 0.35 0.81 -0.53 -1.268
C 0.355672 4.246979 -4.418915 0.39 -0.27 1.75 0.550
C 1.065912 4.626609 -3.087075 -1.06 0.29 0.23 -0.898
O 1.306312 3.558959 -5.191095 -0.18 -0.28 -0.34 -0.448
H -1.519888 3.370189 -5.088345 0.14 -0.48 -0.39 0.445
H -1.652438 4.133639 -3.610255 0.14 0.04 0.53 0.353
H -0.871198 2.517709 -3.640365 0.27 0.08 0.00 0.204
H 0.105492 5.173719 -4.935325 -0.27 0.37 -0.09 0.143
H 0.362142 5.209189 -2.492585 -0.40 0.48 -0.09 0.433
H 1.943152 5.264709 -3.193715 0.14 -0.42 -0.33 0.422
H 1.259912 3.806089 -2.396265 0.49 -0.54 -0.72 -0.331
H 0.866002 3.240789 -5.982605 0.00 -0.15 -0.11 0.288
C -0.848748 2.860869 0.906795 -1.07 0.86 -0.32 -1.342
C 0.645022 2.837849 0.773365 -0.91 -0.04 -0.28 1.441
C 1.319712 3.364409 1.976575 1.18 0.28 0.85 -1.361
O 0.926152 1.474479 0.650685 1.65 -1.17 -1.21 0.240
H -1.132398 3.783669 1.412845 -0.47 0.30 -0.39 0.483
H -1.307488 2.050909 1.473905 0.55 -0.24 0.29 0.126
H -1.246168 2.752189 -0.102335 -0.39 0.34 0.03 0.177
H 0.931012 3.398629 -0.116485 0.32 -0.42 -0.10 -0.222
H 2.400592 3.249019 1.896005 0.10 0.14 -0.26 0.344
H 1.047262 2.759099 2.841145 -0.30 0.22 0.19 0.059
H 1.083592 4.416179 2.138195 -0.04 0.01 0.12 0.425
H 0.792802 1.124309 1.534535 0.01 -0.65 0.31 0.141
C -0.085428 1.469979 5.264575 -0.87 0.42 -1.61 -1.336
C 0.811892 0.525759 4.483375 3.14 0.77 0.07 0.815
C 0.970352 -0.805021 5.103185 -0.66 -0.75 0.84 -1.471
O 0.521722 0.339399 3.143875 -2.49 0.49 -1.60 -0.390
H -1.117408 1.216519 5.021925 -0.32 -0.44 0.65 0.317
H -0.053328 2.473759 4.840925 0.48 0.15 -0.01 0.319
H 0.122012 1.560879 6.330785 0.01 -0.43 -0.15 0.370
H 1.797552 0.976329 4.366935 0.49 0.48 1.08 0.283
H 0.088812 -1.332891 4.739415 -0.32 -0.46 0.68 0.194
H 0.977652 -0.638661 6.180395 -0.06 -0.68 0.15 0.430
H 1.814722 -1.421681 4.795195 0.25 0.47 -0.13 0.302
H 0.968492 -0.431631 2.786795 0.46 -0.38 -0.11 -0.285
C -1.266628 -4.303361 3.069755 0.74 0.96 -1.39 -0.909
C -1.132258 -4.261081 1.527715 -1.15 -0.63 0.12 1.306
C 0.291862 -4.434941 1.144055 0.54 0.23 -0.23 -1.109
O -1.865828 -5.358701 1.024075 -0.44 -1.77 -0.56 -0.616
H -0.483048 -4.975511 3.419505 -0.19 -0.04 0.28 0.313
H -2.251418 -4.658211 3.373665 0.01 0.35 0.20 0.472
H -1.023768 -3.279791 3.355085 -0.29 -0.07 0.80 -0.049
H -1.628688 -3.451511 0.992685 0.56 1.01 0.75 -0.370
H 0.624342 -5.382141 1.568755 0.29 0.07 0.20 0.473
H 0.833222 -3.571941 1.531695 0.40 -0.16 -0.03 0.197
H 0.489782 -4.492341 0.073715 -0.33 0.21 -0.03 0.012
H -2.707638 -5.368061 1.485455 -0.08 -0.05 -0.15 0.322
C -0.694168 -2.553521 -2.764315 -1.38 -0.82 -0.70 -1.010
C 0.793272 -2.773391 -2.749595 -0.38 -0.27 -0.90 1.095
C 1.243922 -3.516111 -4.017035 0.28 -0.29 -0.11 -1.814
O 1.372322 -1.477661 -2.640165 0.93 -0.50 0.68 -0.116
H -1.214568 -3.429601 -3.151305 0.09 -0.56 0.12 0.547
H -0.953048 -1.822471 -3.530255 0.16 0.52 0.29 0.241
H -1.207488 -2.338551 -1.827095 0.60 0.42 0.12 -0.125
H 1.088532 -3.493821 -1.986765 0.18 0.80 0.78 -0.158
H 2.269002 -3.884441 -3.976445 0.22 0.31 0.35 0.422
H 1.175682 -2.978641 -4.962855 -0.38 0.30 0.05 0.461
H 0.650872 -4.428321 -4.082355 -0.22 0.06 -0.15 0.423
H 1.728412 -1.220601 -3.493815 0.29 0.59 0.09 0.156
C -3.075668 -0.904851 0.710775 0.03 -0.62 0.20 -1.115
C -3.895518 0.078969 -0.129195 2.87 0.17 0.06 1.043
C -3.743728 -0.128961 -1.624265 -0.10 -0.23 -0.31 -1.134
O -5.222718 0.161679 0.227905 -1.73 -0.17 0.42 -0.627
H -2.964698 -0.751781 1.784255 -0.74 0.77 0.31 0.365
H -2.015438 -0.915661 0.457995 0.02 -0.16 -0.79 -0.053
H -3.523208 -1.897011 0.652145 0.16 -0.31 -0.36 0.419
H -3.432148 1.051869 0.034655 0.17 0.31 0.16 -0.095
H -2.770968 -0.521841 -1.920035 0.27 0.44 0.37 0.067
H -3.884218 0.855389 -2.070835 -0.06 -0.23 -0.45 0.341
H -4.433448 -0.852181 -2.059385 -0.49 0.08 0.24 0.401
H -5.227438 0.442809 1.145805 -0.22 0.00 0.09 0.350
```
Positions in Å, forces in eV/Å.

---

Record 3
A 2-piece molecular cluster, C3H4N2S overall. Source: the Open Molecules 2025 dataset; level of theory: wB97M-V/def2-TZVPD.

For the HOMO energy, the calculation gives -9.300 eV. Its spin multiplicity is 1. As for the net charge: 0. For the LUMO energy, the calculation gives -1.430 eV. The value obtained for the molecular weight is 100.1 g mol⁻¹. Its relative energy (zero: lowest compared OMol25 entry of this formula, charge and spin) is 367.0 kJ/mol.

The geometry in XYZ format:
```
10
Properties=species:S:1:pos:R:3:forces:R:3:mulliken_charge:R:1
C -0.356487 -2.144060 0.048589 0.16 3.09 0.82 0.052
C -1.502084 -0.138623 -0.519192 -4.59 0.37 -1.15 -0.372
C -0.454651 -0.097681 0.429665 1.38 -2.50 2.40 0.172
N -0.410140 -3.256633 -0.204289 0.01 -1.63 -0.38 -0.400
N 0.774311 0.460203 0.258810 -0.26 -0.32 1.46 -0.386
S -3.053301 -0.295730 0.090255 1.46 0.42 -0.83 -0.168
H -1.486186 -0.048830 -1.623555 0.93 -0.07 0.81 0.301
H -0.953216 -0.199637 1.485182 1.68 0.24 -1.88 0.285
H 1.493335 0.201519 0.976345 -1.03 0.66 -1.35 0.282
H 1.056390 0.725653 -0.671087 0.25 -0.28 0.11 0.236
```
Positions in Å, forces in eV/Å.